{"formula": "C16H22N2O2", "method": "ωB97M-V/def2-TZVPD", "elements": ["N", "C", "C", "C", "C", "C", "C", "C", "O", "C", "C", "O", "C", "C", "N", "H", "C", "C", "H", "H", "C", "H", "H", "C", "H", "H", "C", "H", "H", "H", "H", "H", "H", "H", "H", "H", "H", "H", "H", "H", "H", "H"], "positions_angstrom": [[-0.30297, -0.66443, -3.15059], [0.15842, -1.21246, -2.29226], [0.55913, -1.78159, -1.13699], [-0.36003, -2.89379, -0.59450], [-0.03957, -3.65574, 0.46477], [1.04926, -3.19281, 1.31089], [1.84720, -2.26524, 0.88901], [1.58564, -1.49366, -0.59948], [2.30705, -0.57669, -1.22527], [3.53486, -0.08379, -0.51822], [3.08572, 1.16443, 0.62262], [2.75424, 2.35080, 0.02851], [1.73270, 2.21357, -0.80474], [0.40383, 2.60428, 0.10679], [-0.21028, 1.20480, 0.25395], [0.20246, 0.78288, 1.30963], [-1.59124, 1.11085, 0.71695], [-2.46749, 1.49032, -0.53872], [-2.54958, 2.70775, -0.82331], [-1.87571, 1.23614, -1.35220], [-3.73905, 0.69723, -0.56098], [-4.31016, 0.62513, -1.26664], [-4.39992, 1.30503, 0.26477], [-3.22342, -0.53079, 0.33023], [-2.66263, -0.99959, -0.85357], [-3.85760, -1.16714, 0.60067], [-2.12672, -0.27360, 1.18162], [-2.57355, 0.19829, 2.12641], [-1.39455, -0.83201, 1.40655], [-1.81561, 2.01886, 1.48320], [0.55026, 3.25341, 0.91367], [-0.34729, 3.01047, -0.71450], [1.91924, 3.37015, -1.20937], [1.60971, 1.45096, -1.43627], [2.28245, 0.49790, 1.20592], [4.05744, 1.29847, 1.28965], [4.18177, -0.81473, -0.28859], [4.01743, 0.50988, -1.04448], [2.82642, -1.83522, 1.26188], [1.26447, -3.44742, 2.28694], [-0.62028, -4.31694, 1.20127], [-1.46205, -3.06393, -0.84522]], "nbo_charge": [-0.313, 0.312, -0.315, -0.125, -0.263, -0.227, -0.229, 0.410, -0.495, -0.087, -0.087, -0.520, -0.043, -0.251, -0.634, 0.322, -0.017, -0.419, 0.199, 0.212, -0.334, 0.186, 0.143, -0.277, 0.125, 0.180, -0.438, 0.202, 0.213, 0.151, 0.199, 0.196, 0.174, 0.211, 0.173, 0.199, 0.181, 0.173, 0.216, 0.221, 0.231, 0.247], "charge": 0}

{"formula": "C3H7N3O", "method": "ωB97M-V/def2-TZVPD", "elements": ["C", "C", "O", "C", "N", "N", "N", "H", "H", "H", "H", "H", "H", "H"], "positions_angstrom": [[0.21445, -0.43005, -1.61223], [0.65056, -0.29255, -0.17156], [1.81625, -0.46955, 0.19251], [-0.23525, 0.72909, 0.63035], [0.14568, 2.02625, 0.76360], [-1.15855, 0.11573, 1.28490], [-0.93914, -1.35188, 0.94422], [0.22962, -1.49117, -1.87319], [-0.79272, -0.04118, -1.77744], [0.91379, 0.10782, -2.25496], [1.14877, 2.17093, 0.71441], [-0.31851, 2.50478, 1.52696], [-1.52832, -1.78001, 0.23205], [-0.14665, -1.79820, 1.40039]], "nbo_charge": [-0.714, 0.548, -0.598, 0.336, -0.804, -0.341, -0.718, 0.233, 0.222, 0.243, 0.408, 0.397, 0.390, 0.399], "charge": 0, "smiles": "CC(=O)/C(N)=N\\N"}

{"formula": "C15H18BF16NO5", "method": "ωB97M-V/def2-TZVPD", "elements": ["F", "C", "F", "C", "F", "F", "C", "O", "C", "F", "F", "C", "F", "F", "H", "H", "H", "H", "F", "C", "F", "C", "F", "F", "C", "O", "C", "F", "F", "C", "F", "F", "H", "H", "H", "H", "O", "C", "N", "C", "C", "C", "C", "B", "O", "O", "H", "H", "H", "H", "H", "H", "H", "H", "H", "H"], "positions_angstrom": [[3.21854, -2.52060, -0.57850], [3.32928, -1.84487, -1.73878], [4.64138, -1.61243, -1.97607], [2.60188, -0.49816, -1.69057], [3.24548, 0.35037, -0.86373], [2.71507, 0.00580, -2.95878], [1.09941, -0.49959, -1.38045], [0.66966, -0.27834, -0.04700], [0.62249, -1.27529, 0.88622], [0.73486, -2.49888, 0.33179], [-0.60167, -1.20836, 1.47184], [1.62361, -1.07094, 2.02865], [2.87756, -0.89509, 1.57464], [1.60725, -2.17408, 2.81863], [2.92767, -2.45645, -2.55246], [0.71117, 0.36474, -1.91063], [0.61065, -1.36849, -1.81323], [1.32985, -0.19897, 2.61899], [-1.09331, 2.18930, -6.87409], [0.11763, 2.06900, -7.45246], [-0.02829, 2.23032, -8.78697], [0.74921, 0.69473, -7.19930], [0.07824, -0.26475, -7.87214], [1.99459, 0.78474, -7.74397], [0.96490, 0.25390, -5.74362], [0.00115, -0.58048, -5.10930], [-1.14768, -0.10443, -4.53104], [-1.12038, 1.23408, -4.38091], [-1.19033, -0.64422, -3.28741], [-2.42533, -0.58710, -5.23393], [-2.40172, -0.31404, -6.54807], [-3.48056, 0.04807, -4.67513], [0.77574, 2.85602, -7.07264], [1.84664, -0.38136, -5.78170], [1.22351, 1.10324, -5.11188], [-2.53306, -1.66555, -5.09593], [-1.74721, 1.60305, 8.10921], [-1.66152, 0.63418, 7.36544], [-2.59319, -0.41840, 7.34345], [-2.53178, -1.06312, 6.02396], [-1.07929, -0.84023, 5.54409], [-0.57150, 0.34646, 6.36954], [0.01279, 1.57474, 5.67057], [-0.75158, 2.04197, 4.36555], [-1.60061, 3.12544, 4.42989], [-0.55153, 1.47223, 3.12721], [-3.50335, 0.00144, 7.47517], [-2.74995, -2.11320, 6.04604], [-3.19795, -0.53566, 5.35340], [-1.09520, -0.75498, 4.47256], [-0.52623, -1.70871, 5.86210], [0.24384, -0.05442, 6.95649], [0.01378, 2.40552, 6.35782], [1.02961, 1.33339, 5.39813], [-2.32756, 3.00498, 5.05134], [-1.10665, 0.70350, 2.95794]], "nbo_charge": [-0.320, 0.521, -0.320, 0.596, -0.306, -0.340, -0.132, -0.502, 0.853, -0.316, -0.337, 0.492, -0.317, -0.327, 0.140, 0.231, 0.214, 0.168, -0.322, 0.520, -0.318, 0.595, -0.309, -0.326, -0.133, -0.516, 0.852, -0.315, -0.334, 0.504, -0.314, -0.319, 0.142, 0.233, 0.211, 0.150, -0.586, 0.683, -0.619, -0.214, -0.407, -0.320, -0.785, 1.183, -0.916, -0.945, 0.389, 0.205, 0.169, 0.203, 0.219, 0.243, 0.255, 0.235, 0.503, 0.507], "charge": 0, "smiles": "FC(F)C(F)(F)COC(F)(F)C(F)F.FC(F)C(F)(F)COC(F)(F)C(F)F.O=C1NCC[C@H]1CB(O)O"}

{"formula": "C5H8N", "method": "ωB97M-V/def2-TZVPD", "elements": ["C", "C", "N", "C", "C", "C", "H", "H", "H", "H", "H", "H", "H", "H"], "positions_angstrom": [[2.25806, -0.17184, 0.02328], [1.19077, 0.57887, -0.20461], [-0.09713, 0.17468, 0.04368], [-1.29839, 0.99469, 0.31721], [-1.25304, -0.07699, -0.71354], [-0.80130, -1.24101, 0.16268], [3.23594, -0.18346, -0.33275], [1.92286, -1.16300, 0.42500], [1.14970, 1.61712, -0.41272], [-1.09309, 2.07522, 0.09323], [-1.72737, 0.72408, 1.32532], [-1.54861, 0.10240, -1.68781], [-1.48593, -1.19898, 1.00903], [-0.45247, -2.23177, -0.04800]], "nbo_charge": [-0.302, -0.048, -0.200, -0.197, -0.042, -0.178, 0.254, 0.197, 0.225, 0.267, 0.239, 0.271, 0.230, 0.284], "charge": 1, "smiles": "C=C[N@+]12C[C@H]1C2"}

{"formula": "C48H31BrClF4N2O6PS2Sr", "method": "ωB97M-V/def2-TZVPD", "elements": ["Sr", "Cl", "C", "C", "C", "C", "O", "C", "C", "N", "C", "C", "C", "C", "C", "C", "C", "C", "N", "C", "C", "H", "H", "H", "H", "H", "H", "H", "H", "H", "H", "F", "C", "C", "F", "C", "F", "C", "P", "C", "C", "C", "C", "C", "C", "C", "C", "C", "C", "C", "C", "C", "Br", "C", "F", "H", "H", "H", "H", "H", "H", "H", "H", "H", "H", "O", "C", "O", "C", "C", "C", "C", "C", "C", "S", "H", "H", "H", "H", "C", "C", "C", "C", "C", "C", "C", "S", "O", "O", "O", "H", "H", "H", "H", "H", "H", "H"], "positions_angstrom": [[-0.24961, 1.13837, 0.44087], [-5.99093, 0.57882, 5.04938], [-4.49890, 0.32524, 4.15917], [-3.27188, 0.40962, 4.82589], [-2.10973, 0.16790, 4.14498], [-2.09109, -0.16741, 2.75202], [-1.01549, -0.50218, 2.16146], [-3.36388, -0.13907, 2.07298], [-3.50838, -0.33737, 0.65276], [-2.58035, -0.21406, -0.21999], [-2.87449, -0.24962, -1.58506], [-4.05969, 0.19196, -2.12364], [-4.23729, 0.30758, -3.51388], [-3.21252, 0.02984, -4.37029], [-1.96724, -0.40084, -3.85956], [-0.84116, -0.59924, -4.68834], [0.34500, -0.96466, -4.12737], [0.39912, -1.15905, -2.73249], [-0.61904, -0.99285, -1.92966], [-1.79796, -0.58193, -2.46733], [-4.53939, 0.05406, 2.81791], [-3.24693, 0.66988, 5.87686], [-1.14919, 0.23790, 4.64145], [-4.53484, -0.58038, 0.34228], [-4.84469, 0.54142, -1.46566], [-5.18152, 0.67837, -3.89457], [-3.31679, 0.17820, -5.43898], [-0.92952, -0.41440, -5.75287], [1.24688, -1.07307, -4.71453], [1.34320, -1.43028, -2.27044], [-5.49960, 0.01201, 2.31429], [5.85952, -4.76855, 0.79700], [5.13911, -3.68718, 1.11234], [5.70612, -2.67956, 1.86711], [6.97154, -2.79528, 2.28401], [4.94676, -1.57025, 2.18351], [5.53538, -0.63122, 2.92949], [3.63347, -1.42388, 1.76246], [2.62321, 0.06893, 2.19696], [3.75543, 1.44105, 1.83585], [3.71260, 2.62349, 2.57769], [4.40966, 3.74220, 2.14814], [5.12790, 3.70754, 0.95970], [5.12765, 2.55296, 0.19145], [4.44504, 1.42626, 0.62543], [2.57080, -0.18655, 4.00758], [1.53986, -1.02907, 4.43060], [1.36304, -1.30668, 5.77756], [2.19860, -0.72576, 6.72273], [3.21478, 0.12446, 6.31063], [3.40365, 0.39045, 4.96102], [3.07313, -2.46088, 1.01309], [1.28079, -2.40618, 0.43804], [3.82859, -3.57670, 0.69331], [3.31864, -4.58398, -0.02499], [3.08033, 2.69590, 3.45158], [4.35227, 4.65718, 2.72511], [5.64412, 4.59412, 0.61117], [5.60473, 2.52898, -0.77941], [4.38837, 0.57224, -0.03807], [0.83857, -1.41924, 3.69907], [0.54955, -1.95060, 6.08835], [2.04849, -0.92376, 7.77725], [3.86763, 0.58620, 7.04177], [4.22035, 1.02962, 4.65159], [3.45515, 1.27467, -2.23494], [2.24401, 1.52342, -2.10291], [1.54843, 1.17006, -1.10261], [1.52933, 2.21042, -3.27451], [2.30876, 2.26567, -4.43912], [1.85029, 2.75393, -5.64591], [0.53967, 3.22588, -5.70276], [-0.24309, 3.19957, -4.57012], [0.19723, 2.70276, -3.31347], [-1.01816, 2.83143, -2.05171], [3.31672, 1.88330, -4.34617], [2.49387, 2.76553, -6.51852], [0.12736, 3.61785, -6.62782], [-1.25980, 3.57122, -4.61090], [1.37038, 7.62828, -1.75590], [1.03088, 6.65131, -0.66133], [0.06845, 6.95461, 0.29900], [-0.29549, 6.02340, 1.26067], [0.31508, 4.77980, 1.26498], [1.29622, 4.46941, 0.33629], [1.64758, 5.40561, -0.62196], [-0.31360, 3.53748, 2.38298], [0.71588, 2.48208, 2.39665], [-0.55448, 4.17600, 3.65345], [-1.50031, 3.01402, 1.69951], [0.90064, 8.59748, -1.58120], [1.02311, 7.25110, -2.72021], [2.44894, 7.77968, -1.83401], [-0.41533, 7.92563, 0.27713], [-1.05760, 6.24453, 1.99660], [1.77971, 3.49978, 0.34729], [2.38750, 5.14114, -1.36955]], "lowdin_charge": [1.274, 0.566, -0.688, -0.118, -0.004, -0.406, -0.237, -0.136, -0.094, 0.054, -0.233, -0.032, -0.091, -0.053, -0.165, -0.018, -0.044, -0.161, 0.105, -0.189, -0.091, 0.097, 0.106, 0.120, 0.103, 0.094, 0.103, 0.113, 0.105, 0.076, 0.102, 0.111, -0.143, -0.140, 0.110, -0.213, 0.104, -0.291, 1.112, -0.366, -0.116, -0.093, -0.100, -0.080, -0.098, -0.334, -0.095, -0.090, -0.105, -0.094, -0.089, -0.561, 0.919, -0.264, 0.067, 0.098, 0.099, 0.092, 0.102, 0.100, 0.088, 0.100, 0.091, 0.094, 0.095, -0.037, -0.636, -0.273, -0.149, -0.072, -0.135, -0.139, -0.180, -0.635, 0.509, 0.097, 0.075, 0.081, 0.068, -0.062, -0.278, -0.051, -0.056, -0.261, -0.062, -0.029, 0.419, -0.474, -0.315, -0.420, 0.063, 0.081, 0.072, 0.099, 0.112, 0.098, 0.122], "charge": -2}

Sequential energy relative to the best compared isomer or geometry (same formula, charge and spin) output: 16.9379 2.9400 0.0000 4.6993 0.0000 eV